A molecular structure, C33H29F5N7O5RuS2Se, computed with ωB97M-V/def2-TZVPD.

Calculated values
Energy relative to the best compared isomer or geometry (same formula, charge and spin)   3.3671 eV
⟨S²⟩   1.117
2S+1   2
Strongest force on any atom   1.85 eV/A
Electronic energy   -5826.49177 Eh
Charge   -2

Positions of all 83 atoms, in Å:
Ru -0.338 0.158 0.219
C -1.922 -2.314 4.097
C -1.892 -1.671 2.730
S -0.656 -0.540 2.474
C -2.865 -2.012 1.784
C -3.893 -3.062 2.152
S -2.928 -1.314 0.263
H -1.180 -1.849 4.745
H -1.700 -3.385 4.032
H -2.903 -2.217 4.571
H -3.421 -4.040 2.303
H -4.625 -3.155 1.353
H -4.413 -2.811 3.082
C -4.138 5.558 -2.408
O -3.769 5.767 -3.755
C -3.274 4.671 -4.424
C -2.748 4.894 -5.693
C -2.207 3.846 -6.411
C -2.139 2.545 -5.890
C -2.710 2.339 -4.630
C -3.274 3.384 -3.910
N -1.562 1.583 -6.746
N -1.268 0.387 -6.381
C -0.880 -0.009 -5.133
C -1.046 -1.393 -4.907
C -0.920 -1.986 -3.683
C -0.599 -1.214 -2.522
O -0.535 -1.689 -1.375
C -0.287 0.209 -2.757
N 0.055 0.920 -1.656
C 0.420 2.185 -1.796
C 0.511 2.789 -3.048
C 0.129 2.095 -4.166
C -0.344 0.777 -4.038
H -4.361 6.539 -1.992
H -3.330 5.099 -1.832
H -5.027 4.922 -2.329
H -2.767 5.899 -6.098
H -1.793 4.011 -7.399
H -2.725 1.360 -4.175
H -3.676 3.160 -2.933
H -1.362 -1.974 -5.768
H -1.104 -3.043 -3.543
H 0.660 2.709 -0.882
H 0.850 3.814 -3.117
H 0.195 2.549 -5.144
C -5.282 1.822 -0.714
N -4.083 2.187 0.015
C -4.184 2.869 1.192
C -3.112 3.132 1.941
C -1.803 2.601 1.540
O -0.806 2.857 2.201
N -1.757 1.812 0.404
C -2.836 1.684 -0.422
O -2.793 1.172 -1.536
H -5.916 2.700 -0.864
H -5.845 1.054 -0.177
H -4.979 1.418 -1.675
H -5.183 3.200 1.456
H -3.176 3.690 2.862
F 2.409 5.964 5.084
C 2.342 4.939 4.210
C 1.701 3.764 4.552
F 1.154 3.651 5.778
C 1.647 2.713 3.656
F 1.078 1.591 4.094
C 2.200 2.782 2.378
Se 2.146 1.344 1.133
C 2.849 3.976 2.082
F 3.442 4.161 0.889
C 2.929 5.038 2.967
F 3.579 6.171 2.629
C 4.445 -3.330 0.704
N 3.300 -2.869 -0.056
C 2.346 -2.034 0.517
N 2.128 -2.205 1.840
O 1.774 -1.204 -0.174
H 5.138 -3.824 0.024
H 4.149 -4.071 1.450
H 4.971 -2.519 1.218
H 3.500 -2.545 -0.989
H 2.424 -3.045 2.301
H 1.365 -1.673 2.250